Record 1
12
Properties=species:S:1:pos:R:3:forces:R:3:lowdin_charge:R:1 method="wB97M-V/def2-TZVPD" homo_lumo_gap_ha=0.43485 relative_energy_kcal_mol=109.3 molar_mass_g_mol=89.17 spin_multiplicity=1 charge=0
C -2.451 0.125 1.738 4.3 -0.5 -0.5 -0.05
C -0.362 -1.819 -1.094 -0.3 -0.2 0.0 0.03
N 0.735 -1.432 -1.071 1.7 0.9 0.0 -0.16
O 1.999 -0.939 -1.101 -2.2 -2.9 0.3 -0.30
Si 2.230 0.667 -1.304 2.6 0.9 0.1 0.63
H -1.712 -0.263 0.891 -1.4 0.4 2.1 0.03
H -2.010 0.048 2.765 0.4 0.1 -1.0 0.03
H -3.235 -0.545 1.840 -2.2 -0.5 -0.6 -0.02
H -2.522 1.170 1.512 -1.1 0.4 0.0 0.00
H 1.149 1.271 -1.981 -1.1 0.6 -0.2 -0.07
H 2.763 1.143 -0.004 -0.6 0.3 -0.1 -0.05
H 3.415 0.575 -2.191 -0.1 0.3 0.0 -0.05



Record 2
19
Properties=species:S:1:pos:R:3:forces:R:3:lowdin_charge:R:1 method="wB97M-V/def2-TZVPD" homo_lumo_gap_ha=0.36109 relative_energy_kcal_mol=54.4 molar_mass_g_mol=119.14 spin_multiplicity=1 charge=+1
C -0.365 -2.328 -0.057 2.4 -2.7 -0.8 -0.06
C -0.429 -0.901 -0.476 -0.7 2.0 -0.5 -0.22
C -0.024 -0.100 -1.579 -2.0 -2.7 4.6 0.00
N -0.514 1.186 -1.387 -0.2 -0.3 2.2 0.09
C -1.150 1.238 -0.145 -0.1 -1.0 -0.6 -0.10
N -1.137 -0.010 0.426 -1.4 1.3 -1.3 0.12
H -1.286 -2.844 0.233 -0.2 0.8 0.1 0.08
H 0.417 -2.534 0.766 -1.3 0.8 -1.1 0.09
H 0.008 -3.045 -0.899 -0.5 1.7 1.1 0.12
H 0.465 -0.528 -2.390 0.8 0.1 -1.5 0.11
H 0.118 1.936 -1.657 -0.8 0.3 -0.2 0.17
H -1.609 2.182 0.286 0.1 -2.0 -1.2 0.17
H -1.791 -0.266 1.262 2.0 0.5 -2.2 0.23
H 1.179 2.306 0.922 0.5 0.7 0.3 0.08
H -0.275 2.901 1.450 2.4 -1.8 -0.6 0.14
O 0.281 2.082 1.155 -1.2 2.2 1.6 -0.06
H 2.362 -1.060 2.007 -0.1 0.1 -1.5 0.09
H 2.860 -1.925 0.916 1.8 -2.4 -0.7 0.00
O 2.333 -1.183 1.017 -1.5 2.4 2.3 -0.05



Record 3
80
Properties=species:S:1:pos:R:3:forces:R:3:lowdin_charge:R:1 method="wB97M-V/def2-TZVPD" homo_lumo_gap_ha="0.24568 / 0.25184" molar_mass_g_mol=575.01 spin_multiplicity=1 charge=+2
Co 0.946 1.971 1.208 0.7 0.8 0.0 0.63
C 3.089 4.216 2.897 0.0 0.0 0.0 0.01
C 1.739 3.850 2.378 -0.1 -0.1 0.0 -0.23
C 0.837 3.106 3.163 0.0 0.0 0.0 0.04
C -0.474 2.805 2.733 0.0 -0.1 -0.1 -0.23
C -1.429 2.034 3.593 0.0 0.0 0.0 0.02
C -0.823 3.201 1.430 -0.1 0.0 0.0 0.02
C 0.064 3.929 0.585 -0.1 -0.1 0.0 -0.24
C -0.351 4.292 -0.803 0.0 0.0 0.0 0.02
C 1.323 4.263 1.092 -0.1 -0.1 0.0 0.05
H 3.011 5.213 3.343 0.0 0.0 0.0 0.12
H 3.830 4.265 2.101 0.0 0.0 0.0 0.11
H 3.429 3.530 3.668 0.0 0.0 0.0 0.10
H 1.177 2.720 4.117 0.0 0.0 0.0 0.16
H -2.400 2.530 3.609 0.0 0.0 0.0 0.11
H -1.063 1.953 4.613 0.0 0.0 0.0 0.10
H -1.579 1.027 3.200 0.0 0.0 0.0 0.09
H -1.776 2.886 1.026 0.0 0.0 0.0 0.16
H -0.981 5.185 -0.767 0.0 0.0 0.0 0.12
H -0.935 3.488 -1.251 0.0 0.0 0.0 0.09
H 0.508 4.509 -1.435 0.0 0.0 0.0 0.11
H 2.034 4.774 0.452 0.0 0.0 0.0 0.17
O 3.652 -0.367 0.739 0.0 0.0 0.0 -0.18
Cl 3.243 0.820 1.350 -0.1 -0.1 0.0 0.82
O 4.185 1.413 2.200 0.0 0.0 0.0 -0.18
O 1.930 0.598 2.093 -0.1 -0.1 0.1 -0.31
O 2.723 1.823 0.347 -0.2 -0.1 0.0 -0.29
O -0.044 1.038 -0.013 -0.1 -0.1 0.1 -0.37
P -0.428 -0.277 -0.784 0.0 0.0 0.0 0.98
C -2.251 -0.105 -0.925 0.0 0.0 0.0 -0.32
C -3.042 -0.314 0.381 0.0 0.0 0.0 -0.18
C -3.596 -1.729 0.551 0.0 0.0 0.0 -0.18
C -4.431 -2.147 -0.654 0.0 0.0 0.0 -0.18
C -3.594 -2.097 -1.926 0.0 0.0 0.0 -0.19
C -2.988 -0.714 -2.139 0.0 0.0 0.0 -0.17
C 0.181 -0.047 -2.489 0.0 0.0 0.0 -0.33
C 0.309 -1.344 -3.318 0.0 0.0 0.0 -0.17
C 1.685 -2.003 -3.232 0.0 0.0 0.0 -0.19
C 2.809 -1.017 -3.521 0.0 0.0 0.0 -0.18
C 2.742 0.131 -2.523 0.0 0.0 0.0 -0.19
C 1.412 0.863 -2.639 0.0 0.0 0.0 -0.18
C 0.233 -1.694 0.137 0.0 0.0 0.0 -0.32
C -0.165 -3.086 -0.418 0.0 0.0 0.0 -0.17
C -0.070 -4.164 0.672 0.0 0.0 0.0 -0.17
C 1.109 -3.883 1.596 0.0 0.0 0.0 -0.17
C 0.875 -2.581 2.386 0.0 0.0 0.0 -0.16
C -0.084 -1.641 1.645 0.0 0.0 0.0 -0.20
H -2.228 0.979 -1.115 0.0 0.0 0.0 0.11
H -3.892 0.374 0.350 0.0 0.0 0.0 0.13
H -2.442 -0.020 1.247 0.0 0.0 0.0 0.08
H -4.192 -1.769 1.464 0.0 0.0 0.0 0.12
H -2.785 -2.449 0.678 0.1 0.0 0.0 0.09
H -5.291 -1.476 -0.755 0.0 0.0 0.0 0.12
H -4.832 -3.149 -0.503 0.0 0.0 0.0 0.12
H -4.210 -2.337 -2.794 0.0 0.0 0.0 0.12
H -2.817 -2.865 -1.891 0.0 0.0 0.0 0.10
H -3.811 -0.024 -2.349 0.0 0.0 0.0 0.13
H -2.364 -0.706 -3.033 0.0 0.0 0.0 0.10
H -0.666 0.519 -2.896 0.0 0.0 0.0 0.12
H 0.127 -1.068 -4.360 0.0 0.0 0.0 0.13
H -0.477 -2.057 -3.057 0.0 0.0 0.0 0.10
H 1.713 -2.844 -3.926 0.0 0.0 0.0 0.13
H 1.855 -2.418 -2.234 0.0 0.0 0.0 0.09
H 2.718 -0.629 -4.540 0.0 0.0 0.0 0.13
H 3.774 -1.522 -3.460 0.0 0.0 0.0 0.12
H 3.560 0.836 -2.677 0.0 0.0 0.0 0.12
H 2.861 -0.277 -1.514 0.0 0.0 0.0 0.08
H 1.348 1.300 -3.641 0.0 0.0 0.0 0.13
H 1.355 1.697 -1.937 0.0 0.0 0.0 0.08
H 1.318 -1.562 0.023 0.0 0.0 0.0 0.11
H 0.498 -3.354 -1.237 0.0 0.0 0.0 0.10
H -1.174 -3.066 -0.824 0.0 0.0 0.0 0.08
H 0.028 -5.139 0.195 0.0 0.0 0.0 0.12
H -0.993 -4.202 1.257 0.0 0.0 0.0 0.12
H 2.020 -3.803 0.995 0.0 0.0 0.0 0.12
H 1.270 -4.714 2.281 0.0 0.0 0.0 0.12
H 1.825 -2.072 2.559 0.0 0.0 0.0 0.10
H 0.455 -2.804 3.368 0.0 0.0 0.0 0.12
H -0.011 -0.633 2.051 0.0 0.0 0.0 0.07
H -1.110 -1.966 1.803 -0.1 0.0 0.0 0.10



Record 4
16
Properties=species:S:1:pos:R:3:forces:R:3:lowdin_charge:R:1 method="wB97M-V/def2-TZVPD" homo_lumo_gap_ha=0.37926 relative_energy_kcal_mol=78.3 smiles="C=NC.C=NC" molar_mass_g_mol=86.14 spin_multiplicity=1 charge=0
C -1.781 -1.884 -0.398 0.0 0.8 -2.0 -0.10
N -1.801 -0.967 0.428 -0.4 1.9 2.3 -0.10
C -2.218 0.392 0.033 -2.6 -0.2 2.0 -0.15
H -1.729 -2.907 -0.136 0.5 -0.9 0.4 0.05
H -1.813 -1.589 -1.442 -0.4 -0.5 -0.7 0.07
H -3.183 0.625 0.733 2.4 -0.4 -1.3 0.12
H -2.667 0.464 -0.943 0.2 -0.2 -0.9 0.05
H -1.527 1.222 0.180 0.3 -0.5 0.2 0.04
C 2.815 -0.492 -0.136 -4.8 -1.6 -1.5 -0.07
N 1.691 0.099 -0.352 0.4 0.1 1.6 -0.09
C 1.553 1.397 0.399 -0.4 0.2 -3.0 -0.15
H 2.718 -1.607 -0.300 1.3 1.4 -0.2 0.09
H 3.503 0.103 0.324 2.8 0.6 1.5 0.02
H 1.144 2.156 -0.359 0.8 -0.8 1.2 0.09
H 2.518 1.691 0.819 -0.2 0.4 0.2 0.06
H 0.776 1.296 1.149 0.1 -0.3 0.2 0.06



Record 5
13
Properties=species:S:1:pos:R:3:forces:R:3:lowdin_charge:R:1 method="wB97M-V/def2-TZVPD" homo_lumo_gap_ha=0.31504 relative_energy_kcal_mol=35.6 molar_mass_g_mol=91.09 spin_multiplicity=1 charge=-1
O -0.784 2.734 -2.117 -0.8 -1.6 1.6 -0.16
C -1.230 2.077 -1.122 0.4 -0.6 -1.0 -0.57
O -1.389 0.781 -0.989 0.3 3.3 -0.2 -0.19
H -1.505 2.793 -0.252 0.0 -1.2 -0.4 0.10
H -1.278 -0.580 0.131 -0.4 1.2 -0.8 -0.01
C 0.284 -1.152 1.107 1.1 -2.1 -0.8 -0.30
O -1.033 -1.371 0.608 1.2 -0.7 1.3 -0.13
C 1.364 -0.743 -0.103 -2.2 0.7 3.3 -0.06
H 0.340 -0.467 2.015 -0.2 -0.3 -1.3 0.10
H 0.634 -2.171 1.504 -0.5 1.3 -0.3 0.09
H 1.866 0.025 0.533 0.3 -0.1 -1.6 0.06
H 2.033 -1.532 -0.415 0.0 -0.3 0.1 0.03
H 0.699 -0.394 -0.901 0.7 0.4 0.1 0.05



Record 6
23
Properties=species:S:1:pos:R:3:forces:R:3:lowdin_charge:R:1 method="wB97M-V/def2-TZVPD" homo_lumo_gap_ha=0.33138 relative_energy_kcal_mol=95.4 molar_mass_g_mol=165.20 spin_multiplicity=1 charge=+2
C 1.134 -1.392 -0.761 1.1 2.2 0.1 0.01
C 2.050 -0.964 0.131 -2.6 -0.1 -0.7 0.04
C -1.872 1.084 0.211 -1.0 2.1 0.5 -0.07
C -0.856 -0.631 1.363 -0.6 -2.8 1.7 -0.04
C 0.221 -0.319 -1.164 -2.5 2.6 -0.3 0.00
C -1.574 -0.838 -0.790 4.3 1.1 0.9 -0.14
C 0.418 0.874 -0.121 0.4 -3.9 1.1 -0.37
N -2.203 0.375 -0.743 -1.7 0.0 -0.7 0.16
N -0.685 0.666 1.011 -0.3 2.0 -0.8 0.04
N -1.378 -1.438 0.481 0.7 1.3 0.8 0.19
N 0.589 2.176 -0.400 -0.3 -0.9 0.0 0.20
N 1.665 0.317 0.691 2.9 3.6 -2.8 0.13
H 1.006 -2.257 -1.338 0.8 -1.5 -0.3 0.13
H 2.883 -1.339 0.609 1.6 -1.5 0.5 0.12
H -2.468 2.043 0.303 1.4 -0.9 0.8 0.19
H -0.640 -1.142 2.381 -0.1 1.5 -1.5 0.21
H 0.138 0.040 -2.280 0.3 -1.0 2.2 0.20
H -1.845 -1.463 -1.522 -1.2 -2.4 -2.6 0.12
H -1.454 -2.407 0.731 -0.5 -0.7 -0.3 0.19
H 0.177 2.765 0.290 0.0 1.2 -0.1 0.13
H 0.699 2.372 -1.365 -0.2 1.1 -0.7 0.13
H 1.545 0.336 1.656 -0.7 -0.5 2.5 0.14
H 2.450 1.143 0.626 -1.9 -2.4 -0.4 0.27